12
Properties=species:S:1:pos:R:3:forces:R:3 method="wB97M-V/def2-TZVPD" de_lowest_kj_mol=366.20 gap_ev=9.146 lumo_ev=0.56 spin_multiplicity=1 smiles="C=NNC(=S)NO"
C -0.726 2.057 1.182 -0.4 0.3 0.7
N -0.526 0.869 0.781 -0.5 0.7 0.1
N 0.542 0.638 -0.006 1.0 -1.7 -0.9
C 0.623 -0.615 -0.653 -0.1 -0.8 0.2
S 1.975 -0.893 -1.660 -1.4 -0.3 0.8
N -0.396 -1.500 -0.374 2.2 2.8 -0.3
O -0.509 -2.764 -0.885 1.6 -0.1 -1.3
H -1.644 2.224 1.790 0.9 0.0 -0.5
H -0.033 2.899 0.965 -0.5 -0.5 0.1
H 1.460 1.115 0.060 -1.1 -0.1 -0.1
H -1.075 -1.190 0.297 -0.5 -0.4 0.1
H 0.307 -2.841 -1.496 -1.3 0.2 1.1